No. 1
The following is a quantum chemistry calculation of one molecule with the formula C4H4 in a non-equilibrium geometry, from the OMol25 dataset.

Computed properties:
E_HOMO: -9.955 eV
LUMO energy: -0.0015 hartree

Geometry (Å):
1 C 0.59778 -0.47484 0.63319
2 C 1.68672 -1.08776 0.88743
3 C -0.80621 -0.27150 0.16402
4 C 0.24363 0.56243 -0.40226
5 H -1.33706 -0.98166 -0.55332
6 H -1.44528 0.07834 1.03044
7 H 0.47898 1.64234 -0.15273
8 H 0.58144 0.53266 -1.60676


No. 2
The following is a quantum chemistry calculation of a 3-piece molecular cluster, C4H9NO2 overall in a non-equilibrium geometry, from the OMol25 dataset.

Computed properties:
E_HOMO: -8.703 eV
LUMO energy: 0.0260 hartree

Geometry (Å):
1 C -1.20453 1.32918 -0.15929
2 C -0.16983 0.40278 0.35555
3 C -0.87653 -0.96903 0.25583
4 O -0.43410 -1.94293 1.06866
5 N 1.09293 0.47427 -0.37198
6 C 2.12185 -0.36128 -0.15235
7 O 2.09498 -1.33275 0.59699
8 H -0.95943 2.06499 -0.90937
9 H -1.78267 1.78416 0.67438
10 H -1.61232 0.33655 -1.24396
11 H 0.03021 0.52916 1.43119
12 H -1.95834 -0.92130 0.32238
13 H -1.17848 -0.71303 -1.34621
14 H 0.55041 -1.87142 1.13011
15 H 1.25203 1.29593 -0.93739
16 H 3.03381 -0.10528 -0.71453


No. 3
The following is a quantum chemistry calculation of a 11-piece molecular cluster, C4H32N3O10 overall in a non-equilibrium geometry, from the OMol25 dataset.

Computed properties:
E_HOMO: -11.263 eV
total charge: +1
LUMO energy: -0.0894 hartree

Geometry (Å):
1 C 2.32941 -0.02697 -3.27775
2 C 2.11046 -0.89983 -2.09093
3 C 1.45962 -0.18206 -0.92613
4 C 2.24049 0.36743 0.02811
5 N 1.92506 1.11602 1.14832
6 N 0.02948 -0.42676 -0.77323
7 N 1.10569 0.89302 -3.40586
8 H 2.39838 -0.45414 -4.29881
9 H 3.11618 0.74604 -3.10312
10 H 3.06174 -1.35773 -1.69801
11 H 1.51562 -1.80508 -2.31731
12 H 3.30257 0.26997 -0.15908
13 H 0.94278 1.21463 1.33522
14 H 2.60637 0.87749 1.88316
15 H -0.52196 0.19008 -1.35391
16 H -0.14678 -0.33608 0.23826
17 H -0.12713 -1.42621 -0.92901
18 H 1.15274 1.89016 -3.27037
19 H 0.55858 0.52196 -4.16548
20 H -3.55422 -3.19880 0.18254
21 H -4.51030 -2.71414 -0.97727
22 O -3.62972 -3.03495 -0.77061
23 H -2.59030 0.07820 1.77712
24 H -2.23203 1.44541 1.48174
25 O -1.77557 0.58715 1.57325
26 H -1.29662 -1.86047 -3.21912
27 H -2.39264 -2.32702 -2.33780
28 O -1.42729 -2.27068 -2.35438
29 H 0.03134 -1.41847 2.44170
30 H 1.14395 -2.12820 1.59568
31 O 0.59594 -1.32693 1.64164
32 H -2.57651 2.79241 -0.44437
33 H -4.08687 2.89459 -0.61028
34 O -3.41198 2.40996 -0.12521
35 H 3.35979 -0.79168 3.43553
36 H 2.82034 0.20774 4.41908
37 O 3.23376 0.15839 3.53988
38 H -2.09670 0.02152 3.13224
39 H -3.34581 -0.02667 4.08532
40 O -2.59865 -0.54489 3.76638
41 H -0.12298 2.33408 -0.11052
42 H -0.39806 2.34417 -1.68075
43 O -0.79578 2.34743 -0.79894
44 H -0.51139 -3.34497 3.46218
45 H -1.79280 -2.52852 3.69281
46 O -0.82872 -2.47625 3.73356
47 H 2.28881 3.58031 -1.72706
48 H 2.79545 3.80262 -3.12165
49 O 2.05446 3.40121 -2.65117


No. 4
The following is a quantum chemistry calculation of C34H87BaF3N5O16S as an isolated structure in a non-equilibrium geometry, from the OMol25 dataset.

Computed properties:
E_HOMO: -9.465 eV
total charge: +1
LUMO energy: -0.1341 hartree

Geometry (Å):
1 Ba -1.10418 0.65177 4.76368
2 C 0.19757 0.25004 -0.23770
3 F 0.99774 1.29583 0.01471
4 F -0.04437 0.11386 -1.50299
5 F 0.80274 -0.87439 0.20390
6 S -1.38138 0.43434 0.64791
7 O -1.08390 0.36780 2.07109
8 O -1.80936 1.72481 0.19348
9 O -2.19016 -0.67659 0.23572
10 C -2.29621 3.08868 -3.60192
11 C -3.62731 2.71706 -2.98967
12 C -3.94127 1.24346 -3.10027
13 O -4.01512 0.82478 -4.43686
14 C -4.42359 -0.49180 -4.52782
15 N -3.66579 3.17665 -1.56837
16 H -2.25719 2.78371 -4.66193
17 H -1.45702 2.54357 -3.15391
18 H -2.12920 4.16168 -3.66898
19 H -4.40171 3.29867 -3.50928
20 H -4.88083 1.03501 -2.55709
21 H -3.15880 0.70138 -2.52268
22 H -4.35991 -0.79896 -5.57397
23 H -5.47193 -0.59996 -4.22095
24 H -3.79811 -1.19250 -3.95989
25 H -4.54320 2.83726 -1.14114
26 H -2.96570 2.62949 -1.05355
27 C -7.91621 5.40067 1.12220
28 C -6.75981 4.41132 1.17961
29 C -7.07793 3.17802 0.31682
30 O -5.96534 2.34761 0.11220
31 C -5.58192 1.54086 1.17690
32 N -5.48073 5.04704 0.85632
33 H -8.82972 4.98325 1.54449
34 H -8.12315 5.60759 0.06284
35 H -7.66447 6.32461 1.63211
36 H -6.68972 4.02151 2.21147
37 H -7.33690 3.53934 -0.68336
38 H -7.91897 2.62667 0.75841
39 H -6.43857 1.10910 1.71592
40 H -4.93786 2.07079 1.90107
41 H -4.99680 0.71337 0.76731
42 H -4.72490 4.36982 0.86522
43 H -5.48672 5.38972 -0.10583
44 C 1.22843 -3.75446 -2.00996
45 C 0.97220 -4.79420 -0.92395
46 C 1.62424 -6.10066 -1.29815
47 O 1.37550 -7.20058 -0.43262
48 C 2.16907 -7.29569 0.70995
49 N 1.49693 -4.27405 0.34014
50 H 2.19352 -3.25476 -1.93546
51 H 0.42577 -3.01197 -2.02351
52 H 1.22729 -4.21067 -3.00690
53 H -0.10954 -4.96404 -0.86214
54 H 2.71356 -5.97183 -1.40423
55 H 1.24498 -6.37680 -2.28347
56 H 1.83956 -6.64882 1.52596
57 H 3.22740 -7.11488 0.49170
58 H 2.06986 -8.32270 1.06608
59 H 1.11286 -4.79008 1.11890
60 H 1.20446 -3.30839 0.42690
61 C 2.86953 -1.21077 2.79303
62 C 1.71271 -0.82463 3.72135
63 C 1.89171 -1.41061 5.08495
64 O 0.61230 -1.19267 5.73204
65 C 0.60667 -1.64756 7.07901
66 N 1.62543 0.67674 3.69265
67 H 3.85932 -1.14679 3.25179
68 H 2.87402 -0.59738 1.89595
69 H 2.72255 -2.23529 2.44108
70 H 0.84253 -1.25797 3.20799
71 H 2.69251 -0.87472 5.61117
72 H 2.17730 -2.46183 4.99269
73 H 0.29584 -2.69339 7.15344
74 H -0.09690 -1.06243 7.67982
75 H 1.58668 -1.55241 7.54810
76 H 1.82491 0.96726 4.65900
77 H 2.44443 1.07418 3.23984
78 C 5.55641 -2.66329 1.22563
79 C 4.62521 -2.46015 0.03822
80 O 4.21616 -3.71338 -0.50281
81 O 5.04738 -3.65125 2.10993
82 H 5.80294 -1.75467 1.75906
83 H 6.43532 -3.11143 0.73324
84 H 5.10925 -1.87302 -0.74365
85 H 3.70999 -1.91465 0.32921
86 H 3.35049 -3.96410 -0.10054
87 H 5.13347 -4.50317 1.67463
88 C -1.46085 4.38033 1.98503
89 C -0.13987 3.70721 2.26682
90 O -0.10214 3.31186 3.65450
91 O -2.49138 3.44396 1.96491
92 H -1.43049 4.97729 1.07261
93 H -1.68351 5.00358 2.85761
94 H 0.73216 4.32250 2.04623
95 H -0.08285 2.78217 1.70120
96 H -0.45042 4.04008 4.18357
97 H -2.23689 2.74456 1.33333
98 C -3.39445 -3.71895 -0.41127
99 C -2.62217 -4.03549 0.83085
100 O -1.47266 -3.21918 1.03023
101 O -4.15348 -2.49639 -0.34156
102 H -4.07812 -4.51952 -0.69149
103 H -2.70432 -3.61020 -1.26351
104 H -2.23798 -5.06015 0.73778
105 H -3.26323 -4.06141 1.72606
106 H -1.75323 -2.29709 0.82678
107 H -3.53656 -1.74347 -0.31829
108 C -3.78036 -1.30588 3.40339
109 C -3.52612 -2.09346 4.65701
110 O -2.07043 -2.02650 4.85440
111 O -3.73753 0.08405 3.82418
112 H -4.73702 -1.55295 2.94357
113 H -3.01033 -1.48818 2.65422
114 H -3.81752 -3.13584 4.54396
115 H -4.00703 -1.60715 5.50249
116 H -1.83446 -2.86475 5.26636
117 H -4.60754 0.47151 3.68315
118 C 6.56239 2.33664 -5.09934
119 C 6.15969 1.61978 -3.79021
120 C 6.32771 2.53040 -2.56423
121 C 5.14684 3.47986 -2.39760
122 C 3.86446 2.67253 -2.27570
123 C 3.58588 1.82379 -3.50869
124 N 4.78612 1.06320 -3.84788
125 O 4.58566 0.29112 -4.98977
126 C 2.48770 0.84620 -3.13067
127 C 3.10256 2.67658 -4.66872
128 C 7.09516 0.42504 -3.60673
129 H 7.62980 2.58272 -5.04164
130 H 6.48864 1.63294 -5.92765
131 H 6.00563 3.24614 -5.30104
132 H 6.36406 1.89797 -1.66159
133 H 7.29515 3.02757 -2.64122
134 H 5.22583 4.18365 -1.56372
135 H 5.13403 4.13725 -3.27765
136 H 3.08212 3.42169 -2.10333
137 H 3.89392 2.10361 -1.33805
138 H 2.76055 0.22882 -2.26500
139 H 2.31178 0.12257 -3.92672
140 H 1.62262 1.40583 -2.78108
141 H 2.87909 2.07183 -5.54602
142 H 3.84513 3.43764 -4.89529
143 H 2.17010 3.21067 -4.44959
144 H 7.22760 -0.15322 -4.52604
145 H 8.05932 0.70143 -3.17526
146 H 6.67147 -0.31124 -2.91877
147 H 4.71339 -0.61857 -4.68615


No. 5
The following is a quantum chemistry calculation of one molecule with the formula C4H5I in a non-equilibrium geometry, from the OMol25 dataset.

Computed properties:
E_HOMO (spin up / spin down): -4.866 / -9.732 eV
spin multiplicity: 3
LUMO energy (spin up / spin down): 0.0325 / -0.1302 hartree
⟨S²⟩: 2.01

Geometry (Å):
1 C 1.82145 0.52206 -1.26203
2 C 0.85947 0.50461 -0.54597
3 C 0.08347 0.51172 0.65507
4 C -0.94827 -0.83716 0.26623
5 I -2.98743 -0.51788 0.62785
6 H 2.32001 0.75801 -2.18258
7 H -0.47108 1.39514 0.88996
8 H 0.64676 0.20860 1.53161
9 H -0.54513 -1.67308 0.73629
10 H -0.77926 -0.87201 -0.71642


No. 6
The following is a quantum chemistry calculation of one molecule with the formula C4H8O3, from the OMol25 dataset.

Computed properties:
E_HOMO: -10.536 eV
LUMO energy: 0.0309 hartree
SMILES: C[C@@H](O)COC=O

Geometry (Å):
1 C -1.13217 1.05078 -0.99927
2 C -0.62501 0.48592 0.31418
3 O -1.73411 0.40780 1.19332
4 C -0.02577 -0.91087 0.15676
5 O 1.15656 -0.88445 -0.65873
6 C 2.32242 -0.72958 -0.01791
7 O 2.46555 -0.60312 1.17022
8 H -2.00804 0.47782 -1.31773
9 H -0.36160 0.98042 -1.77610
10 H -1.44549 2.09265 -0.87343
11 H 0.15209 1.14754 0.72159
12 H -1.41722 0.11978 2.05660
13 H -0.72810 -1.57352 -0.35128
14 H 0.23662 -1.31966 1.13401
15 H 3.14425 -0.74152 -0.75223